Below is one molecule with the formula C17H11BrN2O4, with properties calculated with ωB97M-V/def2-TZVPD.

Electronic energy, eV: -99018.71870
Frontier orbital gap, eV: 8.51
E_HOMO, eV: -8.27
LUMO energy, eV: 0.246

Positions of all 35 atoms, in Å:
H -2.90818 -0.72294 -1.63463
C 4.08134 0.41578 -0.11439
O -0.17944 0.39540 1.14303
C -5.17168 -4.02172 -0.72359
C -0.87626 1.04088 -0.85157
C -2.84646 -1.31882 -0.74129
C -1.93398 -1.02324 0.28619
H -1.38868 1.13695 -1.78379
H 5.77779 2.77997 1.61906
C -1.87671 -1.80969 1.43557
O -4.62535 -2.90178 -1.38739
C -2.71067 -2.90666 1.61210
C -1.04444 0.11124 0.14952
Br 6.43906 -0.09161 1.40461
N 0.55216 1.47637 0.81958
C 3.07048 1.20269 -0.62945
C 3.00521 2.55829 -0.31597
C -3.66279 -2.40238 -0.55546
N 1.99899 3.37740 -0.83634
H -6.24857 -3.86299 -0.55534
O -4.51928 -4.19057 0.51816
O -0.05146 3.86851 -1.61001
C 5.04284 0.99055 0.69960
H 2.26556 4.32259 -1.08517
C 0.67604 3.10725 -1.00868
H 3.96243 4.17790 0.71065
H 4.12904 -0.63554 -0.35263
C 5.01456 2.34285 0.99403
C 0.15738 1.87408 -0.36858
H -2.66665 -3.51353 2.50028
H 2.33563 0.76444 -1.28665
H -5.02876 -4.92308 -1.34023
C -3.60002 -3.18755 0.60162
C 3.99606 3.12319 0.48272
H -1.16518 -1.55426 2.20444

---

Below is a 12-piece molecular cluster, C36H72O12 overall, with properties calculated with ωB97M-V/def2-TZVPD.

Electronic energy, eV: -63066.48454
Frontier orbital gap, eV: 9.13
E_HOMO, eV: -8.97
LUMO energy, eV: 0.164

Positions of all 120 atoms, in Å:
H -1.79579 -1.81770 -2.57311
H 6.60437 0.55628 -1.13873
O -2.13282 -1.31421 5.16433
H 1.00267 4.10223 2.29553
H 3.28288 3.31502 -5.13676
C -0.49509 0.46677 5.18934
H -0.91633 1.51881 -3.36101
H 3.50478 4.67434 -4.02156
H 2.33079 -7.50788 3.16944
C 2.90441 -6.59997 2.96802
O 2.01025 0.21621 -0.85714
C -5.10811 3.07190 1.86180
H 2.25304 -2.16638 -2.51743
H -1.27984 -3.22224 -3.56179
H -4.55563 -4.31367 -1.01719
H 0.64687 0.62656 1.78811
H 5.04903 -1.78009 1.61282
H 3.50548 1.64196 -3.02001
O 7.32122 -1.79366 0.75168
H -0.58599 1.54185 5.03410
H -0.32409 -1.65882 -0.48460
H -0.77861 0.60994 0.72267
H -2.99408 -3.90962 3.59550
C 1.02631 -0.12250 -0.19952
H -5.24069 3.69367 0.97594
H 4.55117 4.37495 -5.48973
C -4.56501 0.59487 -2.40390
H 8.18075 0.29269 -0.42937
C -2.10724 -2.76022 -3.02409
C 5.14568 -0.85028 1.05314
C 1.46860 4.88598 1.69565
H 7.10224 1.25170 0.45932
O -5.28313 -0.40095 -2.61203
C 1.03301 -5.27188 1.87314
H -2.09756 -4.80437 2.34046
H 0.29844 -5.89326 2.38653
H -2.81509 -2.43349 -3.78871
C 1.58630 -2.57525 -3.27731
C 5.01480 3.01531 -3.94783
C 0.07488 1.97347 -3.41044
C 6.54285 -0.89068 0.48400
O 2.89288 -6.22780 0.68163
H 3.97496 -6.79495 2.97891
C 2.28514 -4.57952 -1.81932
O -0.27681 6.30431 2.65775
H -5.56829 3.66903 2.65215
O -3.06750 1.85133 1.64886
C -3.08035 0.83863 5.62945
H 0.07531 -0.03335 4.40816
H -5.00659 0.82397 -0.20737
H -5.78040 2.21462 1.86814
C 4.47719 1.67603 -3.51697
C 0.29375 0.80405 0.77193
O 1.68219 -4.84708 -4.04550
H -2.93175 4.84827 2.93936
H -4.40957 -1.47092 0.88781
H -5.22865 -2.85268 1.60700
H 0.36204 1.87927 0.60571
H -1.73860 3.60869 3.05139
H -4.11572 2.15147 -0.94608
H 4.41257 -0.92113 0.24811
H 1.75574 7.54417 0.48729
H 1.28714 -4.33709 2.37090
H -4.67235 2.42961 -3.67889
C -2.81701 3.77038 3.05007
H 3.03412 -3.96046 -1.32425
H 0.49184 -2.00824 0.95219
H -4.56349 0.88774 -4.43537
H -3.00746 3.49110 4.08852
H 4.31327 1.01638 -4.37065
C 1.22886 4.01814 -2.34184
H -4.40041 -2.60492 -1.55403
H -3.56550 0.57246 6.56889
C -1.90181 -0.07902 5.30995
C -2.73910 -3.79769 -2.15259
C 2.31154 -6.05131 1.75258
H 1.85500 -2.23931 -4.27778
C 0.60073 6.13646 1.81695
C -4.16155 1.46746 -3.60434
C 4.02349 3.94340 -4.63874
H -3.13962 1.82089 -3.74144
H -3.85472 0.84395 4.86352
C -3.09847 -3.03800 1.69692
C 0.05509 3.08446 -2.34630
C 0.67301 -1.59850 -0.04017
C 0.74565 7.26603 0.78876
H -3.36349 0.58588 -0.78105
C -4.31167 1.08120 -1.00459
H -4.40091 -1.59617 2.61179
O -2.04643 -4.69121 -1.65665
C 7.12009 0.37920 -0.19452
O -2.09351 -2.69716 1.07963
H 1.44136 4.50182 0.67699
H 0.06112 0.31839 6.11579
H -4.79228 -3.87377 -2.67746
H 2.69923 -5.57298 -1.97903
C -4.18890 -3.64700 -1.79641
C 1.84656 -4.05247 -3.15146
H 5.03893 0.07365 1.61975
O -0.84103 3.21819 -1.54589
C -3.64307 2.82616 2.13334
H -3.91309 -4.83473 2.31101
O 6.21357 3.30995 -3.81459
C -3.01719 -4.26776 2.56566
H 1.19325 4.79470 -3.10767
H 0.12959 6.97363 -0.06233
H 0.57887 -2.29993 -2.96895
H 1.36075 4.63857 -1.45597
H 0.34533 8.17626 1.23401
H 2.67786 -6.02222 3.86627
H 0.65447 -5.19589 0.85413
H 0.87831 1.23919 -3.42330
H 5.09600 1.16123 -2.78237
H -0.06405 2.36833 -4.41948
H 1.31252 -2.17253 -0.70668
H 1.39585 -4.58057 -1.18793
H -2.68073 1.83647 5.81421
H 2.47353 4.93765 2.11359
H 2.13194 3.42111 -2.47138
C -4.36428 -2.19490 1.70101

---

Below is C39H37N3O2Te2W as an isolated structure, with properties calculated with ωB97M-V/def2-TZVPD.

Electronic energy, eV: -66008.20385
Charge: +2
Frontier orbital gap (alpha / beta), eV: 6.55 / 6.55
E_HOMO (alpha / beta), eV: -13.59 / -13.59
LUMO energy (alpha / beta), eV: -7.040 / -7.036

Positions of all 84 atoms, in Å:
C 0.81601 -4.59808 -0.24635
H 5.17891 0.87861 -0.35701
C 1.15641 -3.31579 0.47593
H -1.36899 -5.81602 -2.53569
H 4.50728 0.07655 1.06218
H 2.17820 5.55177 5.89628
H 2.67195 5.08335 3.52735
C 1.47783 3.17397 1.93319
O -3.52916 2.57898 -0.03858
W 0.00162 0.47543 -0.57450
O 3.12787 2.76687 -2.08729
H -4.72202 -1.60229 -2.84204
H 0.78282 3.68910 1.26805
H -5.62921 -2.77589 -0.87416
H -0.09464 -7.87465 -2.07536
C -3.53756 -0.63177 0.71823
H -0.59913 -2.81300 -2.33195
H 3.65687 1.43606 0.30166
H -3.70729 1.33135 -2.99700
H 0.48092 4.22414 7.09717
C 2.06389 2.42937 -1.65228
H -4.94673 -2.08793 1.39585
C -0.98493 -3.34030 -1.45952
C 0.16528 -6.95576 -1.56881
Te 1.04396 1.07646 1.87920
C 1.91822 4.50620 4.04679
H 5.02207 -1.95867 -0.57264
C -3.03254 0.47644 -2.91038
H 2.50000 3.36227 1.61198
H 0.92775 0.33211 -3.90129
H -0.44904 6.40106 -1.41031
C -1.46750 4.60169 -0.82738
C 4.09750 -1.67333 -1.05718
C -2.39761 2.27285 -0.28376
C 1.52266 -5.76583 0.01658
N 1.69536 1.13781 -1.28291
C 3.48717 -2.56209 -1.94188
H 1.75283 -7.84490 -0.43411
H 3.94548 -3.52434 -2.12659
H -2.02024 0.88406 -2.87208
H -3.39720 0.85082 2.25508
H 1.69000 5.19627 -1.94854
C 3.55337 -0.42671 -0.79324
C 0.87401 3.30299 -1.40044
H -3.12865 -0.10498 -3.82591
C 1.23312 3.49797 3.38605
H 2.31775 -5.76094 0.75097
H -0.72719 2.41419 5.93544
C 2.31586 -2.22664 -2.59653
C -3.41476 -0.34423 -1.70952
C 0.27657 2.74341 4.06792
C 0.00700 3.00435 5.40317
H 0.20493 -1.29317 -3.85829
H -0.28109 -0.09381 -2.70517
C 0.81736 4.67419 -1.58150
N -0.18214 2.61407 -0.96012
H -2.41655 5.06321 -0.59284
C -1.32660 3.23094 -0.68610
N -1.90940 0.94230 -0.28808
C 1.20274 -6.93911 -0.64688
C 0.61154 -0.48664 -3.25116
H -2.07932 -0.33093 2.27047
C -0.37231 5.33032 -1.28142
C -2.96474 -0.04882 -0.41793
Te -0.61103 -2.14104 0.26176
C 4.25207 0.54374 0.11047
C -4.36464 -1.35209 -1.85140
C -0.22583 -4.61423 -1.17517
H 1.34131 -3.46830 1.53738
C 1.75066 -0.96922 -2.39150
H -3.68107 -0.78740 2.84526
C -4.49706 -1.62005 0.53057
H -2.05794 -3.48177 -1.57195
C -3.15113 -0.20083 2.09834
C -0.44373 1.65666 3.31103
C 2.36785 -0.08875 -1.47777
C 0.68687 4.02299 6.05569
C -0.54988 -5.79821 -1.82818
H 1.86678 -2.91422 -3.30109
C -4.88763 -1.99979 -0.74434
H -1.31230 2.01214 2.75554
H 2.00140 -2.78826 0.03490
H -0.72124 0.80433 3.92551
C 1.64003 4.76943 5.38016

---

Below is a 11-piece molecular cluster, C12H26Cl20N2P overall, with properties calculated with ωB97M-V/def2-TZVPD.

Electronic energy, eV: -275583.15593
Charge: -1
Frontier orbital gap, eV: 6.31
E_HOMO, eV: -4.37
LUMO energy, eV: 1.944

Positions of all 61 atoms, in Å:
Cl -2.19762 3.15397 -3.83451
H 5.00060 -4.62307 6.12771
H 0.69006 -7.48160 -5.49959
C -3.69357 1.18366 0.73653
H -0.90383 0.59289 2.79366
H 1.11616 6.20108 5.10906
H -3.17561 -1.56063 2.89164
Cl -0.89135 -6.17675 -6.63457
Cl -5.05159 4.49747 -5.33509
Cl -0.38694 2.78276 -0.58361
H 4.18491 -3.95821 4.68478
N -1.14974 -0.26158 3.28177
H 4.59042 -4.18140 -4.77625
Cl 0.49702 7.44579 3.21808
H 0.94144 1.32971 4.77454
H 0.24298 -2.21888 -1.14015
C 1.59341 6.97263 4.51946
Cl -1.17348 -4.17501 4.20103
H -4.72027 1.47629 0.93873
Cl -1.02347 -9.02746 -5.93594
H -2.92107 1.94545 0.73676
H 0.71858 -3.16480 0.29443
H 2.51124 6.60421 4.07891
Cl 6.52688 -3.74239 4.57729
Cl 1.95671 4.33678 0.20023
Cl 2.96641 -2.88639 -5.86581
H 0.46368 -2.89597 5.29118
C 0.54265 4.25480 -0.86523
Cl 1.83540 3.44011 5.37354
H -6.28978 2.64695 -6.06932
C 3.50811 -4.15188 -4.76298
Cl 0.35018 2.67301 2.96739
Cl -0.24268 5.29837 -4.32529
Cl 1.98935 8.33500 5.58438
Cl 1.72720 -4.13813 3.73468
C 4.96856 -3.80719 5.41636
H -4.20175 -0.72166 0.04614
H -1.25007 -2.41473 2.16630
C -3.41193 -0.11568 0.51434
Cl 4.62025 -2.31510 6.29649
H 3.13664 -3.93237 -3.77021
Cl 2.90876 -5.75243 -5.23734
C 0.98930 -2.34952 -0.36586
C -0.39067 -7.43147 -5.49952
H -2.49811 5.19414 -4.95047
H -2.30149 5.40158 -3.18848
C -1.94911 4.88266 -4.07207
Cl 2.53974 -2.77917 -1.14993
H 0.88229 4.26449 -1.89280
H -4.69035 2.18744 -5.41346
C 1.43253 2.13094 4.23230
H -0.76438 -7.17284 -4.51656
C 0.30226 -3.21048 4.26811
P -1.94936 -1.19204 2.27542
H 0.17949 -2.34567 3.61799
H 2.35551 1.78629 3.78218
Cl 1.08102 -0.87624 0.56682
C -5.23437 2.88628 -6.03794
N -2.21512 -0.75547 0.76238
H -0.08483 5.11392 -0.65758
Cl -4.58719 2.79752 -7.68006